# CH3Br2N

A structure of composition CH3Br2N (ωB97M-V/def2-TZVPD, OMol25).

Structure (XYZ):
```
7
CH3Br2N | OMol25 | ωB97M-V/def2-TZVPD
C 0.04 -0.34 0.03
N -2.39 -0.03 0.73
Br -3.15 1.56 -0.07
Br -2.92 -1.58 -0.03
H 0.48 -0.91 0.82
H -0.50 -0.81 -0.77
H 0.25 0.73 0.00
```

Properties
Kohn-Sham gap (spin up / spin down) ... 8.8 / 7.4 eV
HOMO level (spin up / spin down) ... -9.585 / -8.725 eV



# CH3Br2P

An isolated molecule of CH3Br2P (ωB97M-V/def2-TZVPD, OMol25).

Structure (XYZ):
```
7
CH3Br2P | OMol25 | ωB97M-V/def2-TZVPD
Br 1.86 -0.57 -0.74
C 0.89 -0.24 0.95
P -0.60 -1.39 1.25
Br -2.19 0.09 0.93
H 1.57 -0.33 1.70
H 0.46 0.80 0.89
H -0.92 -2.02 0.06
```

Properties
Kohn-Sham gap ... 9.6 eV
Structure (SMILES) ... BrCPBr
HOMO level ... -9.325 eV



# CH3Br3OSi

An isolated molecule of CH3Br3OSi (ωB97M-V/def2-TZVPD, OMol25).

Structure (XYZ):
```
9
CH3Br3OSi | OMol25 | ωB97M-V/def2-TZVPD
C 1.44 0.04 -0.03
O 0.19 -0.08 -0.69
Si -1.29 -0.09 -0.09
Br -2.57 0.05 -1.88
Br -1.56 -1.87 1.18
Br -1.60 1.75 1.10
H 2.03 -0.85 -0.11
H 1.27 0.13 1.05
H 2.10 0.92 -0.52
```

Properties
Kohn-Sham gap ... 10.9 eV
Structure (SMILES) ... CO[Si](Br)(Br)Br
HOMO level ... -10.670 eV



# CH3Br3SSi

A cluster of 2 separate species, CH3Br3SSi in total (ωB97M-V/def2-TZVPD, OMol25).

Structure (XYZ):
```
9
CH3Br3SSi | OMol25 | ωB97M-V/def2-TZVPD
C -0.55 0.48 -0.25
Si 1.15 0.30 0.68
S -0.24 0.18 -2.05
Br 1.84 -1.80 0.48
Br -1.83 -0.95 2.63
Br 2.99 1.52 0.57
H -1.16 -0.29 0.40
H -1.05 1.43 -0.16
H -1.16 -0.86 -2.31
```

Properties
Kohn-Sham gap (spin up / spin down) ... 5.2 / 5.2 eV
HOMO level (spin up / spin down) ... -8.494 / -8.493 eV



Calculated energy relative to the best compared isomer or geometry (same formula, charge and spin) in order - 84.5, 34.9, 0.0, 88.3 kcal per mole